[1]
59
Properties=species:S:1:pos:R:3:nbo_charge:R:1 method="wB97M-V/def2-TZVPD" smiles="CC(=O)N(C)CCCCC1=CC(=O)OC1=O.O=C1C=C(O)C(=O)C=C1O.O=C1C=C(O)C(=O)C=C1O" e_lumo_ev=-1.40 gap_ev=8.2 total_charge=0 mol_weight_g_mol=505.4 homo_ev=-9.58 e_tot_ev=-50283.162
C 6.0927 0.0227 3.0644 -0.74
C 6.3722 1.0849 2.0299 0.71
O 7.4056 1.0641 1.3975 -0.55
N 5.4028 2.1005 1.7597 -0.47
C 4.8114 1.7990 0.4360 -0.42
C 4.3533 2.2354 2.7793 -0.22
C 3.6839 3.6020 2.7047 -0.41
C 2.4296 3.7359 3.6032 -0.40
C 1.1059 3.8241 2.8312 -0.45
C 0.4483 2.5350 2.4875 -0.01
C 0.7633 1.2568 2.7218 -0.30
C -0.2639 0.3957 2.1123 0.75
O -0.3791 -0.7917 2.1007 -0.50
O -1.2024 1.2182 1.4915 -0.50
C -0.8548 2.5214 1.7410 0.76
O -1.5276 3.4576 1.4245 -0.50
H 6.5977 -0.8862 2.7430 0.25
H 5.0366 -0.1911 3.2175 0.22
H 6.5195 0.3138 4.0264 0.24
H 5.5471 2.0069 -0.3382 0.23
H 3.9433 2.4313 0.2704 0.20
H 4.5089 0.7482 0.3546 0.18
H 4.8025 2.1420 3.7699 0.21
H 3.6059 1.4377 2.6792 0.16
H 4.4194 4.3385 3.0339 0.22
H 3.4348 3.8688 1.6771 0.20
H 2.5224 4.6628 4.1695 0.22
H 2.3948 2.9090 4.3169 0.20
H 0.3711 4.4220 3.3793 0.25
H 1.2682 4.3639 1.8920 0.24
H 1.6014 0.8486 3.2624 0.24
O -6.5431 -3.5768 1.5065 -0.54
C -5.4722 -3.3966 0.9570 0.47
C -5.0521 -4.0713 -0.2568 -0.42
C -3.8432 -3.8029 -0.7666 0.40
O -3.3641 -4.3747 -1.8638 -0.65
C -2.9016 -2.8165 -0.1204 0.47
O -1.8293 -2.6471 -0.6769 -0.57
C -3.3198 -2.1384 1.0874 -0.39
C -4.5308 -2.4061 1.5948 0.33
O -5.0106 -1.8343 2.6908 -0.63
H -5.7339 -4.7765 -0.7102 0.24
H -2.4591 -4.0246 -1.9867 0.51
H -2.6373 -1.4310 1.5337 0.26
H -5.9002 -2.2146 2.8270 0.51
O -4.2025 -0.2851 -7.4133 -0.54
C -3.5088 -0.7916 -6.5508 0.47
C -3.7446 -0.6623 -5.1268 -0.39
C -2.9030 -1.2516 -4.2655 0.33
O -3.0408 -1.1863 -2.9501 -0.64
C -1.7176 -2.0610 -4.7312 0.48
O -1.0222 -2.5705 -3.8726 -0.54
C -1.4883 -2.1996 -6.1570 -0.40
C -2.3272 -1.6052 -7.0157 0.33
O -2.2039 -1.6749 -8.3335 -0.63
H -4.5982 -0.0840 -4.8030 0.25
H -2.2759 -1.6539 -2.5526 0.52
H -0.6420 -2.7883 -6.4813 0.24
H -2.9426 -1.1518 -8.7020 0.51

[2]
51
Properties=species:S:1:pos:R:3:nbo_charge:R:1 method="wB97M-V/def2-TZVPD" smiles="COc1ccc(CCNC(=O)COC(=O)Cc2cccc3ccccc23)cc1" de_lowest_ev=0.000 e_lumo_ev=0.13 gap_ev=8.5 total_charge=0 mol_weight_g_mol=377.4 homo_ev=-8.35 e_tot_ev=-33905.603
C 3.5572 4.3456 -4.7474 -0.25
O 3.5825 3.0151 -4.2922 -0.49
C 2.5288 2.5583 -3.5585 0.30
C 1.4091 3.3071 -3.2143 -0.32
C 0.3982 2.7317 -2.4636 -0.13
C 0.4714 1.4126 -2.0433 -0.07
C -0.6170 0.8161 -1.1987 -0.42
C -0.4425 1.2301 0.2695 -0.22
N -1.4416 0.6147 1.1079 -0.62
C -2.4588 1.2883 1.6671 0.65
O -2.6142 2.4879 1.6030 -0.63
C -3.4458 0.4062 2.4446 -0.18
O -3.1411 -0.9748 2.3131 -0.52
C -2.8134 -1.6657 3.4144 0.82
O -2.8691 -1.2314 4.5315 -0.58
C -2.3663 -3.0656 3.0333 -0.54
C -1.4580 -3.0304 1.8326 0.00
C -1.8589 -3.5947 0.6489 -0.20
C -1.0473 -3.5495 -0.4939 -0.21
C 0.1682 -2.9295 -0.4489 -0.18
C 0.6220 -2.3282 0.7440 -0.09
C 1.8690 -1.6713 0.8053 -0.18
C 2.2923 -1.0742 1.9586 -0.21
C 1.4872 -1.1176 3.1060 -0.20
C 0.2775 -1.7549 3.0841 -0.21
C -0.1975 -2.3743 1.9062 -0.02
C 1.5953 0.6723 -2.3909 -0.19
C 2.6102 1.2306 -3.1377 -0.25
H 4.4846 4.4856 -5.3006 0.20
H 2.7081 4.5267 -5.4146 0.18
H 3.5229 5.0556 -3.9146 0.18
H 1.3108 4.3356 -3.5236 0.22
H -0.4666 3.3249 -2.2044 0.20
H -1.5944 1.1588 -1.5441 0.21
H -0.5889 -0.2742 -1.2638 0.21
H -0.5543 2.3109 0.3745 0.23
H 0.5511 0.9344 0.6207 0.20
H -1.4361 -0.3937 1.1636 0.41
H -3.4232 0.6945 3.5016 0.24
H -4.4518 0.5805 2.0531 0.22
H -3.2602 -3.6469 2.7980 0.25
H -1.8805 -3.5189 3.8991 0.24
H -2.8182 -4.0876 0.5877 0.21
H -1.3960 -4.0080 -1.4071 0.22
H 0.8004 -2.8913 -1.3244 0.21
H 2.4865 -1.6494 -0.0811 0.21
H 3.2460 -0.5691 1.9950 0.22
H 1.8312 -0.6454 4.0139 0.22
H -0.3214 -1.7785 3.9806 0.22
H 1.6703 -0.3581 -2.0767 0.20
H 3.4825 0.6591 -3.4135 0.22

[3]
52
Properties=species:S:1:pos:R:3:nbo_charge:R:1 method="wB97M-V/def2-TZVPD" de_lowest_ev=1.396 e_lumo_ev="-5.27 / -5.27" gap_ev="6.6 / 6.6" total_charge=+1 mol_weight_g_mol=574.4 homo_ev="-11.92 / -11.92" e_tot_ev=-42799.679
Au 1.5321 0.1194 0.8024 1.06
O 4.7109 0.3167 -1.7546 -0.56
C 3.5769 0.3342 -1.3654 0.79
O 3.1678 0.8474 -0.2298 -0.82
C 2.4648 -0.2154 -2.2881 -0.89
P 0.8738 -0.3263 -1.4370 1.24
C -0.0937 1.0740 -1.9764 -0.46
C 0.5874 2.2970 -1.9131 -0.14
C -0.0587 3.4644 -2.2773 -0.22
C -1.3843 3.4235 -2.6924 -0.16
C -2.0621 2.2144 -2.7478 -0.20
C -1.4249 1.0366 -2.3880 -0.16
C 0.1882 -1.9769 -1.5461 -0.34
C -1.1694 -2.2687 -1.4234 -0.20
C -1.5926 -3.5884 -1.4053 -0.19
C -0.6699 -4.6203 -1.4874 -0.16
C 0.6867 -4.3352 -1.5716 -0.20
C 1.1186 -3.0204 -1.5931 -0.20
H 2.7552 -1.1707 -2.7190 0.29
H 2.3594 0.4980 -3.1073 0.29
H 1.6143 2.3366 -1.5658 0.23
H 0.4709 4.4065 -2.2353 0.24
H -1.8869 4.3368 -2.9812 0.24
H -3.0904 2.1823 -3.0810 0.24
H -1.9596 0.1052 -2.4707 0.22
H -1.9029 -1.4859 -1.3180 0.22
H -2.6485 -3.8078 -1.3240 0.23
H -1.0053 -5.6485 -1.4739 0.24
H 1.4115 -5.1368 -1.6117 0.24
H 2.1813 -2.8174 -1.6366 0.23
C -0.9083 2.2684 1.3136 -0.43
N 0.3439 1.9551 2.0050 -0.46
C 1.1725 3.1552 2.1543 -0.42
C 0.0780 1.2851 3.2772 -0.26
C -0.3958 -0.1164 3.0019 -0.10
C -1.3692 -0.7285 3.7786 -0.19
C -1.7534 -2.0387 3.5284 -0.19
C -1.1633 -2.7530 2.4983 -0.20
C -0.2079 -2.1448 1.6913 -0.27
C 0.1698 -0.8351 1.9404 -0.18
H -1.4892 2.9955 1.8945 0.20
H -1.5019 1.3639 1.1904 0.22
H -0.6972 2.6963 0.3372 0.21
H 0.6859 3.9006 2.7949 0.19
H 1.3394 3.5994 1.1743 0.21
H 2.1358 2.8928 2.5880 0.22
H -0.6555 1.8358 3.8788 0.20
H 1.0135 1.2613 3.8401 0.22
H -1.8251 -0.1777 4.5928 0.23
H -2.5112 -2.5026 4.1455 0.23
H -1.4535 -3.7778 2.3069 0.23
H 0.2417 -2.7092 0.8865 0.22